1.
The following is a quantum chemistry calculation of 7 unconnected molecules or ions with the total composition C4H20NO7S, from the OMol25 dataset.

```
! RIJCOSX wB97M-V def2-TZVPD def2/J DEFGRID3
* xyz -1 1
O -1.146 1.092 -1.661
C -0.019 1.381 -1.173
N 0.284 0.981 0.057
C 1.396 1.527 0.829
C 1.149 1.467 2.342
S -0.517 2.179 2.858
C 0.914 2.228 -1.953
H -0.412 0.711 0.742
H 2.324 0.974 0.685
H 1.716 2.553 0.607
H 1.188 0.438 2.693
H 1.739 2.174 2.907
H 1.613 1.771 -2.672
H 1.528 2.896 -1.357
H 0.412 2.861 -2.666
H -2.524 -0.403 1.932
H -1.254 -0.277 2.858
O -1.617 -0.727 2.092
H -0.387 -3.539 0.827
H -1.050 -2.112 1.232
O -0.229 -2.634 1.026
H 2.750 -2.650 -0.808
H 3.482 -2.242 -2.128
O 3.500 -2.103 -1.176
H -1.092 -0.850 -2.123
H -2.481 -0.898 -2.292
O -1.798 -1.503 -2.038
H 0.034 -2.529 -0.858
H -0.153 -3.333 -2.182
O 0.528 -2.980 -1.589
H -2.993 0.973 0.256
H -3.420 1.688 1.620
O -3.464 0.887 1.113
*
```

Values from the calculation:
**Relative energy (zero: lowest compared OMol25 entry of this formula, charge and spin)**: 0.870 eV
**HOMO-LUMO gap**: 0.235 Eh



2.
The following is a quantum chemistry calculation of 6 unconnected molecules or ions with the total composition C4H20O6, from the OMol25 dataset.

```
! RIJCOSX wB97M-V def2-TZVPD def2/J DEFGRID3
* xyz 0 1
C -2.885 19.657 5.331
C -3.016 18.722 4.170
O -4.395 18.469 3.916
H -1.823 19.831 5.523
H -3.349 19.296 6.247
H -3.293 20.645 5.110
H -2.474 17.793 4.389
H -2.547 19.168 3.284
H -4.463 17.832 3.200
C -2.719 23.419 8.169
C -1.851 22.580 7.277
O -1.633 21.291 7.844
H -2.206 23.690 9.092
H -3.694 22.975 8.353
H -2.908 24.381 7.668
H -0.908 23.101 7.098
H -2.358 22.477 6.311
H -0.685 21.131 7.861
O 0.322 19.024 7.942
H 0.731 18.242 8.337
H -0.476 18.709 7.505
O 1.697 21.074 6.695
H 1.414 20.221 7.060
H 2.548 20.916 6.280
O -1.039 16.168 10.609
H -0.512 15.569 11.144
H -0.556 16.238 9.778
O 1.502 16.627 9.185
H 1.996 16.499 10.001
H 1.855 15.978 8.569
*
```

Values from the calculation:
**Relative energy (zero: lowest compared OMol25 entry of this formula, charge and spin)**: 0.226 eV
**HOMO-LUMO gap**: 0.353 Eh



3.
The following is a quantum chemistry calculation of 6 unconnected molecules or ions with the total composition C4H20O6, from the OMol25 dataset.

```
! RIJCOSX wB97M-V def2-TZVPD def2/J DEFGRID3
* xyz 0 1
C -0.851 2.614 -1.145
C -1.573 1.636 -2.044
O -0.750 1.113 -3.131
H -0.015 2.182 -0.673
H -1.490 2.972 -0.339
H -0.473 3.541 -1.567
H -2.411 2.152 -2.537
H -1.914 0.689 -1.517
H -0.179 1.839 -3.380
C 0.904 1.921 2.497
C 1.844 1.155 1.522
O 1.746 -0.211 1.282
H 1.404 2.779 2.934
H 0.598 1.340 3.353
H -0.039 2.246 2.015
H 2.805 1.291 1.965
H 1.986 1.735 0.560
H 1.048 -0.418 0.629
O -2.261 -2.192 -0.306
H -2.893 -2.648 -0.870
H -1.764 -2.945 0.086
O -0.599 -3.783 1.154
H 0.344 -3.846 0.804
H -0.406 -3.299 1.968
O 1.802 -3.344 0.343
H 2.259 -2.606 0.749
H 1.640 -3.116 -0.571
O 0.085 -0.889 -1.022
H -0.105 -0.516 -1.923
H -0.740 -1.391 -0.838
*
```

Values from the calculation:
**Relative energy (zero: lowest compared OMol25 entry of this formula, charge and spin)**: 0.000 eV
**HOMO-LUMO gap**: 0.399 Eh



4.
The following is a quantum chemistry calculation of 5 unconnected molecules or ions with the total composition C4H21N2O5, from the OMol25 dataset.

```
! RIJCOSX wB97M-V def2-TZVPD def2/J DEFGRID3
* xyz 0 2
N -1.702 -0.401 -1.576
C -2.690 0.018 -0.569
C -2.013 0.092 0.784
N -1.011 1.181 0.640
C 0.157 1.290 1.508
C 0.946 2.580 1.084
O 2.151 2.383 0.388
H -2.045 -0.609 -2.516
H -1.280 -1.349 -1.172
H -0.891 0.241 -1.686
H -2.981 1.043 -0.902
H -3.531 -0.693 -0.417
H -2.741 0.310 1.583
H -1.562 -0.830 1.074
H -1.408 2.095 0.495
H 0.028 1.166 2.576
H 0.769 0.413 1.210
H 1.112 3.074 2.062
H 0.294 3.117 0.389
H 2.849 2.211 1.029
H 3.107 -1.151 -1.327
H 3.046 -2.381 -0.465
O 2.458 -1.728 -0.883
H -0.753 -2.892 2.359
H 0.093 -2.510 1.062
O -0.119 -2.271 1.973
H 1.525 1.220 -0.881
H 1.202 1.512 -2.346
O 1.118 0.819 -1.680
H 0.792 -2.434 -1.257
H -0.392 -3.506 -0.861
O -0.163 -2.591 -1.108
*
```

Values from the calculation:
**Expectation value of S²**: 0.750
**HOMO-LUMO gap (spin up / spin down)**: 0.102 / 0.344 Eh



5.
The following is a quantum chemistry calculation of 6 unconnected molecules or ions with the total composition C4H21N2O5S, from the OMol25 dataset.

```
! RIJCOSX wB97M-V def2-TZVPD def2/J DEFGRID3
* xyz -1 1
C -1.333 -0.607 1.129
N -0.438 -0.253 2.251
C 0.497 -1.131 2.910
N 1.665 -1.687 2.151
C -2.485 0.450 1.118
C -2.657 1.198 -0.238
S -1.092 2.169 -0.715
H -0.896 -0.623 0.146
H -1.934 -1.510 1.343
H -0.018 0.670 2.018
H 0.011 -1.940 3.469
H 0.877 -0.536 3.752
H 1.245 -2.327 1.490
H 1.967 -0.865 1.648
H -2.100 1.285 1.732
H -3.356 0.164 1.715
H -3.006 0.532 -1.018
H -3.507 1.891 -0.152
H -1.137 -1.217 -2.886
H -0.947 -1.781 -1.508
O -1.287 -2.036 -2.377
H 0.855 0.473 -0.440
H 1.001 -0.855 -1.215
O 1.374 -0.356 -0.473
H 2.634 -1.308 -1.307
H 2.612 -1.946 -2.710
O 2.617 -2.176 -1.770
H 2.691 1.536 1.925
H 1.653 1.745 0.731
O 1.839 1.290 1.560
H 1.538 0.894 -2.644
H 0.186 1.450 -2.943
O 1.007 1.189 -3.399
*
```

Values from the calculation:
**Relative energy (zero: lowest compared OMol25 entry of this formula, charge and spin)**: 0.474 eV
**HOMO-LUMO gap**: 0.254 Eh



6.
The following is a quantum chemistry calculation of 6 unconnected molecules or ions with the total composition C4H21N3O6, from the OMol25 dataset.

```
! RIJCOSX wB97M-V def2-TZVPD def2/J DEFGRID3
* xyz 0 1
N -2.521 0.225 -0.492
C -2.230 -0.894 0.399
C -1.393 -0.484 1.647
N 0.032 -0.261 1.361
C 1.095 -1.124 1.455
O 2.227 -0.691 1.276
C 0.840 -2.586 1.777
N -0.084 -3.198 0.823
H -1.946 1.019 -0.317
H -3.469 0.549 -0.337
H -3.114 -1.348 0.788
H -1.642 -1.635 -0.107
H -1.438 -1.307 2.362
H -1.728 0.468 2.034
H 0.240 0.557 0.838
H 1.758 -3.139 1.781
H 0.417 -2.584 2.785
H 0.243 -4.119 0.609
H -0.420 -2.673 0.041
O -0.553 3.251 1.127
H 0.197 3.404 1.720
H -0.488 4.001 0.519
O 0.362 -0.959 -1.672
H 1.184 -1.380 -1.467
H 0.480 -0.739 -2.614
O -1.470 0.060 -3.569
H -1.519 0.101 -2.608
H -2.077 -0.661 -3.733
O 2.186 1.270 -1.336
H 3.077 0.925 -1.202
H 1.538 0.664 -0.960
O 1.441 3.901 -0.855
H 0.998 3.844 -1.707
H 1.866 3.026 -0.766
*
```

Values from the calculation:
**Relative energy (zero: lowest compared OMol25 entry of this formula, charge and spin)**: 1.866 eV
**HOMO-LUMO gap**: 0.358 Eh